(1)
{"formula": "C35H80BF4I2N3O26P2S5", "method": "ωB97M-V/def2-TZVPD", "species": ["C", "C", "O", "P", "O", "C", "C", "C", "C", "O", "C", "B", "N", "O", "C", "C", "C", "O", "F", "C", "I", "C", "C", "I", "N", "C", "O", "C", "O", "C", "C", "O", "P", "N", "O", "O", "C", "F", "F", "F", "O", "C", "C", "H", "H", "H", "H", "H", "H", "H", "H", "H", "H", "H", "H", "H", "H", "H", "H", "H", "H", "H", "H", "H", "H", "H", "H", "H", "H", "H", "H", "H", "H", "H", "H", "H", "H", "H", "H", "H", "H", "H", "H", "O", "S", "O", "O", "C", "C", "C", "H", "H", "H", "H", "H", "H", "H", "H", "O", "S", "O", "O", "C", "C", "C", "H", "H", "H", "H", "H", "H", "H", "H", "O", "S", "O", "O", "C", "C", "C", "H", "H", "H", "H", "H", "H", "H", "H", "O", "S", "O", "O", "C", "C", "C", "H", "H", "H", "H", "H", "H", "H", "H", "O", "S", "O", "O", "C", "C", "C", "H", "H", "H", "H", "H", "H", "H", "H"], "positions_angstrom": [[-5.220, -0.415, -0.951], [-4.787, 0.873, -0.230], [-3.363, 1.124, -0.249], [-2.706, 0.779, 1.194], [-2.907, 1.926, 2.080], [-0.970, 0.409, 0.803], [-0.048, 1.644, 0.896], [1.445, 1.391, 1.208], [1.806, 0.018, 0.542], [1.850, 1.250, 2.541], [1.167, 1.990, 3.554], [1.323, 3.586, 3.400], [0.189, 4.477, 3.685], [2.443, 4.206, 2.952], [1.621, 1.375, 4.985], [0.500, 1.585, 6.061], [0.060, 3.008, 6.303], [0.586, 3.857, 6.874], [-1.180, 3.283, 5.806], [2.863, 2.111, 5.532], [4.560, 2.075, 4.184], [3.392, 1.710, 7.008], [3.292, 2.898, 8.004], [5.549, 1.311, 7.001], [1.794, -0.054, 4.707], [2.767, -0.796, 5.495], [2.978, -2.127, 5.078], [3.110, -2.993, 6.199], [3.425, -4.288, 5.845], [2.357, -5.034, 5.282], [2.324, -4.989, 3.741], [1.026, -5.266, 3.249], [0.459, -1.025, 4.402], [0.024, -1.742, 5.724], [-0.850, -0.276, 3.862], [0.731, -2.170, 3.303], [2.320, 2.393, 0.360], [3.504, 2.473, 0.926], [1.778, 3.588, 0.227], [2.558, 1.956, -0.876], [-3.387, -0.601, 1.677], [-4.022, -0.566, 2.971], [-3.891, -1.995, 3.570], [-5.159, -1.318, -0.340], [-6.281, -0.288, -1.196], [-4.693, -0.573, -1.893], [-5.195, 0.910, 0.784], [-5.240, 1.719, -0.752], [-0.967, 0.076, -0.241], [-0.684, -0.462, 1.391], [-0.534, 2.362, 1.563], [-0.082, 2.124, -0.086], [1.347, -0.077, -0.440], [2.893, -0.049, 0.494], [1.404, -0.797, 1.143], [0.074, 1.848, 3.549], [0.292, 4.967, 4.567], [-0.678, 3.950, 3.663], [2.375, 5.160, 3.103], [0.826, 1.193, 7.028], [-0.419, 1.039, 5.857], [2.670, 3.172, 5.674], [2.861, 0.888, 7.478], [4.121, 2.853, 8.706], [3.379, 3.862, 7.495], [2.349, 2.894, 8.554], [3.762, -0.342, 5.519], [2.442, -0.830, 6.551], [3.971, -2.624, 6.778], [2.240, -2.951, 6.870], [1.369, -4.808, 5.703], [2.557, -6.079, 5.535], [2.980, -5.802, 3.405], [2.755, -4.063, 3.358], [0.854, -4.743, 2.461], [0.089, -2.747, 5.609], [-1.471, -0.195, 4.601], [1.667, -2.158, 3.036], [-5.087, -0.377, 2.825], [-3.555, 0.116, 3.672], [-3.592, -2.702, 2.795], [-4.804, -2.327, 4.061], [-3.065, -2.005, 4.287], [-3.294, 0.967, -4.248], [-2.164, 0.926, -5.126], [-1.141, -0.060, -4.970], [-1.491, 2.372, -5.156], [-1.130, 2.973, -3.897], [0.143, 2.381, -3.324], [-2.715, 0.908, -6.798], [-1.958, 2.892, -3.190], [-0.981, 4.032, -4.101], [-0.004, 1.342, -3.027], [0.461, 2.944, -2.444], [0.944, 2.397, -4.064], [-3.460, 1.689, -6.932], [-3.155, -0.069, -6.989], [-1.863, 1.067, -7.452], [4.137, -4.408, 1.208], [5.012, -4.160, 0.101], [5.201, -5.139, -0.921], [6.433, -3.710, 0.663], [7.079, -4.560, 1.628], [7.711, -5.779, 0.983], [4.579, -2.627, -0.652], [6.375, -4.847, 2.411], [7.852, -3.953, 2.096], [6.952, -6.452, 0.584], [8.303, -6.331, 1.714], [8.354, -5.485, 0.153], [4.480, -1.870, 0.122], [3.631, -2.770, -1.166], [5.354, -2.356, -1.365], [3.467, 6.750, 8.245], [3.219, 7.666, 7.175], [3.618, 7.372, 5.833], [3.772, 9.107, 7.575], [5.148, 9.212, 7.984], [6.100, 9.165, 6.804], [1.508, 8.086, 7.176], [5.385, 8.438, 8.716], [5.240, 10.173, 8.489], [6.095, 8.183, 6.332], [7.118, 9.379, 7.129], [5.808, 9.892, 6.045], [1.212, 8.353, 8.187], [0.956, 7.209, 6.840], [1.349, 8.914, 6.490], [-5.374, 1.161, -9.643], [-5.612, -0.250, -9.614], [-4.529, -1.186, -9.650], [-6.661, -0.622, -10.750], [-6.385, -0.202, -12.101], [-5.341, -1.077, -12.765], [-6.639, -0.632, -8.233], [-6.091, 0.849, -12.118], [-7.327, -0.281, -12.641], [-4.365, -0.948, -12.298], [-5.247, -0.824, -13.822], [-5.606, -2.129, -12.674], [-7.486, 0.048, -8.227], [-6.042, -0.500, -7.333], [-6.967, -1.665, -8.316], [-4.758, -4.345, -12.177], [-3.897, -5.415, -11.778], [-2.948, -5.975, -12.686], [-4.787, -6.590, -11.164], [-5.874, -7.099, -11.956], [-5.393, -8.026, -13.056], [-3.068, -4.965, -10.291], [-6.463, -6.274, -12.362], [-6.516, -7.648, -11.270], [-4.820, -7.483, -13.807], [-6.242, -8.497, -13.552], [-4.743, -8.801, -12.649], [-3.797, -4.579, -9.584], [-2.342, -4.195, -10.542], [-2.562, -5.841, -9.893]], "mulliken_charge": [-1.103, -0.260, -0.244, 0.307, -0.841, -0.364, -0.997, 1.984, -2.591, -0.125, -0.890, 1.022, -0.722, -0.849, -0.091, 0.290, -0.398, -0.284, -0.315, -1.986, 0.284, -0.129, -1.536, -0.002, 1.212, -0.662, 0.018, -0.700, -0.426, -0.758, 0.477, -0.676, 0.380, -1.024, -0.200, -0.469, 0.425, -0.250, -0.288, -0.321, -0.283, -0.111, -1.139, 0.238, 0.427, 0.230, 0.242, 0.512, 0.760, 0.280, 0.518, 0.290, 0.205, 0.660, 0.373, 0.595, 0.129, 0.276, 0.234, 0.843, 0.089, 1.192, 0.352, 0.537, 0.570, 0.213, 0.185, 0.385, 0.283, 0.516, 0.295, 0.382, 0.295, -0.074, 0.330, 0.254, 0.230, 0.263, 0.464, 0.189, 0.285, 0.347, 0.236, -0.612, 1.237, -0.641, -0.275, -0.471, -0.710, -1.014, 0.274, 0.315, 0.262, 0.225, 0.346, 0.358, 0.321, 0.387, -0.456, 1.010, -0.616, -0.280, -0.201, -1.050, -0.930, 0.207, 0.297, 0.300, 0.399, 0.271, 0.192, 0.408, 0.427, -0.642, 1.307, -0.626, -0.289, -0.340, -0.975, -0.870, 0.314, 0.279, 0.287, 0.388, 0.260, 0.324, 0.257, 0.340, -0.671, 1.238, -0.549, -0.269, -0.394, -0.829, -0.915, 0.335, 0.291, 0.234, 0.418, 0.193, 0.325, 0.327, 0.319, -0.570, 1.167, -0.618, -0.302, -0.309, -0.993, -0.955, 0.292, 0.279, 0.295, 0.388, 0.267, 0.298, 0.370, 0.350], "e_lumo_ev": -0.114, "molar_mass_g_mol": 1521.9, "relative_energy_kj_mol": 0.0, "charge": 0, "e_homo_ev": -7.66}

(2)
{"formula": "C42H72O30S3", "method": "ωB97M-V/def2-TZVPD", "species": ["C", "C", "C", "O", "C", "O", "O", "H", "H", "H", "H", "H", "H", "C", "C", "C", "O", "C", "O", "O", "H", "H", "H", "H", "H", "H", "C", "C", "C", "O", "C", "O", "O", "H", "H", "H", "H", "H", "H", "C", "C", "C", "O", "C", "O", "O", "H", "H", "H", "H", "H", "H", "C", "C", "C", "O", "C", "O", "O", "H", "H", "H", "H", "H", "H", "C", "C", "C", "O", "C", "O", "O", "H", "H", "H", "H", "H", "H", "C", "C", "C", "O", "C", "O", "O", "H", "H", "H", "H", "H", "H", "C", "C", "C", "O", "C", "O", "O", "H", "H", "H", "H", "H", "H", "C", "C", "C", "O", "C", "O", "O", "H", "H", "H", "H", "H", "H", "C", "S", "O", "C", "H", "H", "H", "H", "H", "H", "C", "S", "O", "C", "H", "H", "H", "H", "H", "H", "C", "S", "O", "C", "H", "H", "H", "H", "H", "H"], "positions_angstrom": [[-0.169, 6.110, -0.257], [1.216, 6.703, -0.453], [2.310, 5.831, 0.199], [3.376, 5.790, -0.722], [2.991, 6.320, -1.897], [3.658, 6.453, -2.869], [1.674, 6.640, -1.807], [-0.118, 5.033, -0.423], [-0.854, 6.567, -0.970], [-0.441, 6.254, 0.788], [1.291, 7.722, -0.069], [2.060, 4.771, 0.335], [2.653, 6.201, 1.168], [2.647, 0.545, 2.772], [1.618, -0.330, 3.399], [1.455, -0.278, 4.946], [0.038, -0.260, 5.154], [-0.584, 0.058, 4.004], [-1.735, 0.289, 3.797], [0.331, 0.218, 3.053], [2.424, 0.598, 1.702], [3.672, 0.194, 2.880], [2.546, 1.594, 3.062], [1.556, -1.333, 2.966], [1.928, 0.599, 5.387], [1.784, -1.219, 5.386], [-3.426, 7.358, 0.537], [-4.293, 6.110, 0.430], [-4.614, 5.683, -1.000], [-4.025, 4.406, -1.094], [-3.642, 3.976, 0.107], [-3.281, 2.861, 0.315], [-3.758, 4.933, 1.032], [-2.510, 7.183, -0.036], [-3.175, 7.520, 1.584], [-3.937, 8.218, 0.111], [-5.229, 6.375, 0.926], [-4.365, 6.411, -1.775], [-5.701, 5.674, -1.141], [0.188, 3.477, 4.915], [-0.972, 3.992, 4.100], [-1.126, 3.455, 2.696], [-2.516, 3.146, 2.576], [-3.134, 3.289, 3.785], [-4.285, 3.164, 4.004], [-2.186, 3.587, 4.701], [1.116, 3.871, 4.495], [0.216, 2.392, 4.967], [0.096, 3.914, 5.910], [-0.915, 5.085, 4.031], [-0.572, 2.541, 2.469], [-0.920, 4.212, 1.939], [5.413, -1.626, -0.369], [5.297, -1.807, -1.868], [4.553, -3.074, -2.321], [3.437, -2.580, -3.044], [3.559, -1.269, -3.260], [2.790, -0.630, -3.898], [4.536, -0.746, -2.480], [6.168, -2.265, 0.082], [4.450, -1.823, 0.112], [5.627, -0.574, -0.192], [6.324, -1.853, -2.232], [4.173, -3.759, -1.565], [5.216, -3.616, -2.999], [0.877, -4.278, -2.353], [-0.423, -4.923, -1.981], [-0.818, -6.233, -2.694], [-1.473, -6.937, -1.649], [-1.041, -6.462, -0.433], [-1.340, -7.010, 0.584], [-0.295, -5.396, -0.602], [0.827, -3.768, -3.315], [1.764, -4.921, -2.417], [1.289, -3.568, -1.630], [-1.274, -4.246, -1.915], [0.032, -6.770, -3.112], [-1.596, -5.943, -3.400], [1.022, -7.114, 3.314], [2.142, -6.109, 3.058], [2.844, -6.296, 1.710], [2.399, -5.144, 1.010], [1.824, -4.244, 1.795], [1.533, -3.155, 1.400], [1.609, -4.757, 3.010], [0.583, -6.879, 4.283], [1.503, -8.091, 3.393], [0.261, -7.133, 2.535], [2.875, -6.156, 3.861], [2.529, -7.210, 1.212], [3.930, -6.192, 1.751], [-1.428, -2.935, 1.634], [-2.910, -2.995, 2.015], [-3.671, -4.115, 1.267], [-4.442, -4.710, 2.298], [-3.895, -4.405, 3.487], [-4.106, -5.000, 4.492], [-3.117, -3.327, 3.379], [-1.318, -2.451, 0.657], [-1.020, -3.937, 1.469], [-0.762, -2.395, 2.305], [-3.335, -2.032, 1.733], [-3.023, -4.892, 0.853], [-4.172, -3.632, 0.431], [-2.016, 0.427, -6.054], [-1.446, -0.887, -5.550], [-0.017, -0.831, -4.973], [-0.138, -1.444, -3.683], [-1.415, -1.709, -3.404], [-1.766, -2.283, -2.420], [-2.212, -1.314, -4.417], [-2.076, 1.151, -5.240], [-3.029, 0.270, -6.422], [-1.400, 0.842, -6.852], [-1.572, -1.708, -6.263], [0.430, 0.157, -4.887], [0.664, -1.501, -5.497], [-4.780, 0.574, -1.322], [-4.569, -1.239, -1.292], [-5.589, -1.665, -0.267], [-5.406, -1.510, -2.887], [-5.712, 0.778, -1.843], [-3.927, 1.019, -1.841], [-4.796, 0.992, -0.320], [-4.998, -0.963, -3.737], [-6.491, -1.421, -2.838], [-5.232, -2.566, -3.116], [5.435, 2.823, -2.463], [6.050, 2.187, -0.850], [6.823, 3.355, -0.300], [4.460, 2.130, -0.016], [4.919, 2.038, -3.015], [6.242, 3.320, -2.996], [4.705, 3.623, -2.311], [3.870, 2.995, -0.306], [4.630, 2.083, 1.057], [3.910, 1.268, -0.392], [-1.100, 1.431, -0.523], [0.614, 1.277, -1.127], [1.554, 2.105, -0.270], [0.798, -0.438, -0.580], [-1.149, 1.146, 0.530], [-1.848, 0.910, -1.111], [-1.231, 2.515, -0.503], [0.522, -0.600, 0.468], [1.857, -0.692, -0.635], [0.141, -1.168, -1.057]], "mulliken_charge": [-0.851, 0.147, 0.071, -0.354, 0.636, -0.545, -0.438, -0.057, 0.398, 0.396, 0.291, -0.162, 0.358, -1.211, 1.266, -0.599, -0.386, 0.004, -0.541, 0.580, -0.004, 0.518, 0.316, -0.563, 0.336, 0.391, -1.155, 0.344, -0.561, -0.408, 0.565, -0.308, -0.227, 0.140, 0.332, 0.450, 0.284, 0.341, 0.311, -1.317, 0.676, 1.859, 0.053, 0.524, -0.573, -0.456, 0.374, 0.129, 0.442, 0.351, -0.889, -1.142, -0.828, 0.560, -0.294, -0.340, 0.570, -0.564, -0.207, 0.472, 0.025, -0.043, 0.304, 0.041, 0.308, -1.117, 0.881, -0.558, -0.420, 0.223, -0.584, 0.325, 0.322, 0.708, -0.136, -0.266, 0.302, 0.391, -1.287, 0.367, -0.559, -0.363, -0.006, 0.459, -0.353, 0.377, 0.416, 0.205, 0.280, 0.350, 0.267, 0.197, 0.412, 0.555, -0.410, 0.478, -0.585, -0.412, -0.235, -0.251, -0.072, 0.202, -0.171, 0.094, -1.513, 0.427, -0.607, 0.348, -0.031, -0.356, -0.295, 0.313, 0.397, 0.392, 0.315, 0.323, 0.263, -1.224, 0.941, -0.707, -1.374, 0.572, 0.277, 0.276, 0.339, 0.446, 0.358, -0.561, 0.519, -0.695, 0.292, 0.217, 0.414, -0.034, -0.326, 0.328, -0.216, 0.048, 0.265, -0.258, 2.089, -0.150, 0.177, -0.170, -0.398, -0.555, -1.034], "e_lumo_ev": 0.039, "molar_mass_g_mol": 1153.2, "relative_energy_kj_mol": 0.0, "charge": 0, "e_homo_ev": -8.58}